[1]
95
Properties=species:S:1:pos:R:3 method="wB97M-V/def2-TZVPD" e_lumo_ha=-0.009 gap_ev=9.947
C -0.690 -2.772 1.188
C -0.754 -1.277 1.111
O -1.609 -0.819 0.048
S -0.911 -0.503 -1.380
C -0.619 1.227 -1.086
O 0.346 -1.222 -1.449
O -1.912 -0.762 -2.374
H -0.300 -3.067 2.163
H 0.034 -3.167 0.473
H -1.666 -3.188 0.939
H -1.195 -0.896 2.035
H 0.262 -0.876 1.031
H 0.097 1.316 -0.278
H -1.625 1.618 -0.958
H -0.200 1.564 -2.035
C -4.087 0.859 -7.072
C -2.715 0.400 -6.562
O -2.766 -0.737 -5.723
S -2.392 -2.207 -6.385
C -0.790 -2.285 -5.561
O -3.279 -3.223 -5.886
O -2.127 -2.123 -7.802
H -4.708 1.222 -6.256
H -4.625 0.066 -7.587
H -3.873 1.685 -7.754
H -1.938 0.437 -7.330
H -2.341 1.202 -5.912
H -0.384 -3.285 -5.710
H -0.951 -2.188 -4.488
H -0.123 -1.507 -5.916
C 3.228 1.695 5.570
C 3.565 1.808 4.090
O 3.861 3.158 3.735
S 2.626 4.142 3.364
C 2.278 3.641 1.634
O 1.471 3.802 4.158
O 3.126 5.481 3.326
H 3.805 2.401 6.181
H 3.470 0.762 6.082
H 2.210 1.995 5.825
H 4.506 1.274 3.946
H 2.837 1.315 3.444
H 1.822 2.654 1.617
H 3.183 3.646 1.037
H 1.534 4.398 1.395
C -3.713 -0.079 3.295
N -4.202 -1.449 2.952
O -5.028 -1.568 2.075
O -3.793 -2.362 3.643
H -2.673 -0.150 3.600
H -4.277 0.198 4.182
H -3.857 0.552 2.427
C 1.186 -6.516 4.957
N 0.863 -5.108 4.591
O 1.799 -4.330 4.637
O -0.254 -4.811 4.240
H 1.635 -7.035 4.117
H 0.269 -7.019 5.248
H 1.860 -6.391 5.798
C -2.499 5.373 -0.025
O -2.358 4.060 -0.605
H -3.274 5.411 0.730
H -1.543 5.579 0.468
H -2.565 6.124 -0.811
H -1.482 4.108 -1.025
C 3.209 -1.145 -3.752
O 2.554 -2.020 -2.843
H 3.147 -0.097 -3.457
H 4.287 -1.335 -3.750
H 2.920 -1.405 -4.771
H 1.653 -1.655 -2.797
C 0.381 4.133 -2.478
O 0.412 4.169 -1.038
H -0.633 3.978 -2.840
H 0.722 5.088 -2.883
H 1.064 3.359 -2.828
H 1.139 4.738 -0.771
C 1.057 -5.821 1.088
O 0.059 -5.789 0.073
H 2.006 -6.131 0.634
H 1.259 -4.788 1.399
H 0.747 -6.441 1.922
H 0.457 -5.302 -0.654
C 3.422 -0.720 0.232
O 3.058 0.197 1.260
H 3.755 -0.200 -0.677
H 4.274 -1.322 0.548
H 2.532 -1.243 -0.103
H 3.763 0.826 1.426
C -1.272 2.717 2.573
O -2.511 2.623 1.907
H -0.725 3.537 2.089
H -1.372 3.003 3.619
H -0.650 1.819 2.482
H -2.488 2.975 1.009

---

[2]
97
Properties=species:S:1:pos:R:3 method="wB97M-V/def2-TZVPD" e_lumo_ha=-0.021 e_above_lowest_kj_mol=126.84 gap_ev=5.682
Y 0.147 -0.393 -0.862
N 3.231 2.474 1.547
C 2.637 1.770 0.558
N 1.962 0.693 0.712
C 1.854 0.129 2.010
N 1.220 -0.968 2.216
N 0.628 -1.483 1.093
C 0.206 -2.762 1.231
C -0.259 -3.486 0.177
C -0.612 -4.884 0.218
C -0.983 -5.549 -0.877
C -1.107 -4.864 -2.205
C -0.549 -3.465 -2.145
N -0.221 -2.846 -1.080
C 2.469 0.856 3.132
C 2.383 0.415 4.452
C 2.960 1.139 5.478
C 3.638 2.324 5.202
C 3.735 2.779 3.900
C 3.151 2.042 2.876
H 3.767 3.291 1.311
H 2.750 2.182 -0.441
H 0.303 -3.220 2.214
H -0.516 -5.404 1.163
H -1.192 -6.609 -0.832
H -0.533 -5.406 -2.966
H -0.391 -2.944 -3.085
H 1.855 -0.508 4.644
H 2.888 0.782 6.495
H 4.093 2.890 6.003
H 4.265 3.695 3.671
O 1.223 6.831 -1.966
C 1.170 5.939 -3.062
C 0.797 4.565 -2.576
C 0.905 3.476 -3.431
C 0.560 2.221 -2.966
N 0.104 2.013 -1.730
C -0.031 3.059 -0.911
C 0.324 4.349 -1.293
C -0.577 2.757 0.448
C -0.893 3.748 1.363
C -1.334 3.391 2.635
C -1.578 4.452 3.676
O -0.374 5.120 4.023
C -1.480 2.046 2.923
C -1.170 1.112 1.943
N -0.719 1.460 0.746
H 1.432 7.710 -2.292
H 2.137 5.883 -3.577
H 0.420 6.263 -3.794
H 1.270 3.587 -4.444
H 0.665 1.344 -3.591
H 0.245 5.180 -0.610
H -0.784 4.793 1.113
H -2.057 4.009 4.556
H -2.244 5.223 3.287
H 0.234 4.468 4.389
H -1.820 1.714 3.895
H -1.261 0.048 2.118
C -4.797 -5.373 -1.998
O -3.425 -5.135 -1.705
C -2.567 -4.883 -2.741
S -2.849 -5.697 -4.340
S -3.013 -3.626 -3.981
H -5.297 -5.411 -1.033
H -4.916 -6.322 -2.522
H -5.218 -4.568 -2.602
N -2.938 0.208 -2.215
C -2.130 -0.308 -1.374
H -3.913 0.046 -1.951
C -4.702 -1.987 -0.630
C -3.844 -1.188 0.348
C -4.488 0.130 0.759
C -3.579 -2.044 1.582
O -2.525 -0.984 -0.209
H -5.517 -2.482 -0.096
H -4.079 -2.753 -1.087
H -5.148 -1.383 -1.421
H -5.465 -0.074 1.202
H -4.629 0.819 -0.071
H -3.881 0.631 1.515
H -4.504 -2.228 2.131
H -2.875 -1.546 2.249
H -3.149 -3.002 1.287
Br 7.741 -1.942 -3.648
C 6.221 -1.716 -2.547
C 6.383 -1.552 -1.181
N 5.357 -1.395 -0.352
C 4.136 -1.375 -0.877
C 3.880 -1.522 -2.235
C 4.951 -1.718 -3.093
C 2.482 -1.503 -2.797
O 2.156 -2.323 -3.633
O 1.725 -0.554 -2.334
H 7.376 -1.555 -0.748
H 3.314 -1.244 -0.184
H 4.783 -1.875 -4.150